Computed, not measured: a cluster of 14 separate species, C90H200N8O14 in total at a distorted geometry, with the ωB97M-V functional and the def2-TZVPD basis.

- total energy (eV) = -137147.1972
- relative energy (zero: lowest compared OMol25 entry of this formula, charge and spin) (kcal/mol) = 65.8
- molar mass (u) = 1618.63
- charge = 0

Each atom is followed by the atoms it is bonded to, with distances in Å.
Geometry (Å):
1 C -4.152 -6.420 -3.560  C2 1.519, H12 1.068, H13 1.078, H14 1.112
2 C -3.587 -5.270 -2.745  C1 1.519, C3 1.514, N7 1.507, C11 1.488
3 C -2.403 -4.576 -3.385  C2 1.514, C4 1.502, H15 1.142, H16 1.073
4 C -2.757 -3.878 -4.667  C3 1.502, C5 1.530, H17 1.100, H18 1.132
5 C -3.859 -2.828 -4.503  C4 1.530, C6 1.564, H19 1.075, H20 1.134
6 C -5.107 -3.406 -3.758  C5 1.564, N7 1.526, C9 1.567, C10 1.504
7 N -4.621 -4.193 -2.544  C2 1.507, C6 1.526, O8 1.442
8 O -5.738 -4.870 -1.931  N7 1.442, H30 0.985
9 C -5.843 -2.209 -3.065  C6 1.567, H21 1.090, H22 1.141, H23 1.101
10 C -6.036 -4.196 -4.639  C6 1.504, H24 1.136, H25 1.081, H26 1.113
11 C -3.156 -5.848 -1.443  C2 1.488, H27 1.073, H28 1.059, H29 1.091
12 H -5.157 -6.639 -3.272  C1 1.068
13 H -3.501 -7.275 -3.483  C1 1.078
14 H -4.081 -6.191 -4.646  C1 1.112
15 H -2.084 -3.821 -2.591  C3 1.142
16 H -1.576 -5.259 -3.427  C3 1.073
17 H -3.117 -4.657 -5.356  C4 1.100
18 H -1.862 -3.309 -5.062  C4 1.132
19 H -4.203 -2.634 -5.502  C5 1.075
20 H -3.501 -1.897 -3.963  C5 1.134
21 H -6.151 -1.504 -3.838  C9 1.090
22 H -6.815 -2.647 -2.661  C9 1.141
23 H -5.171 -1.777 -2.308  C9 1.101
24 H -6.807 -4.593 -3.906  C10 1.136
25 H -6.431 -3.447 -5.312  C10 1.081
26 H -5.538 -4.931 -5.310  C10 1.113
27 H -2.599 -5.225 -0.769  C11 1.073
28 H -2.617 -6.742 -1.618  C11 1.059
29 H -4.064 -6.240 -0.984  C11 1.091
30 H -5.758 -4.399 -1.066  O8 0.985
31 C 4.824 5.677 1.845  C32 1.473, H42 1.070, H43 1.073, H44 1.095
32 C 5.316 5.355 0.494  C31 1.473, C33 1.545, N37 1.469, C41 1.587
33 C 5.880 3.917 0.458  C32 1.545, C34 1.496, H45 1.114, H46 1.109
34 C 4.855 2.831 0.376  C33 1.496, C35 1.493, H47 1.064, H48 1.118
35 C 3.947 3.049 -0.788  C34 1.493, C36 1.539, H49 1.120, H50 1.052
36 C 3.312 4.450 -0.849  C35 1.539, N37 1.476, C39 1.559, C40 1.575
37 N 4.293 5.511 -0.550  C32 1.469, C36 1.476, O38 1.447
38 O 3.576 6.758 -0.401  N37 1.447, H60 0.981
39 C 2.727 4.727 -2.268  C36 1.559, H51 1.062, H52 1.097, H53 1.090
40 C 2.101 4.557 0.152  C36 1.575, H54 1.105, H55 1.120, H56 1.080
41 C 6.543 6.312 0.185  C32 1.587, H57 1.121, H58 1.117, H59 1.051
42 H 3.954 5.120 2.121  C31 1.070
43 H 4.590 6.720 1.940  C31 1.073
44 H 5.573 5.455 2.613  C31 1.095
45 H 6.377 3.949 -0.538  C33 1.114
46 H 6.626 3.771 1.266  C33 1.109
47 H 4.301 2.937 1.278  C34 1.064
48 H 5.297 1.806 0.305  C34 1.118
49 H 3.022 2.430 -0.669  C35 1.120
50 H 4.422 2.853 -1.706  C35 1.052
51 H 1.883 5.370 -2.317  C39 1.062
52 H 3.390 5.114 -3.051  C39 1.097
53 H 2.351 3.789 -2.677  C39 1.090
54 H 1.472 3.663 -0.012  C40 1.105
55 H 2.434 4.380 1.207  C40 1.120
56 H 1.479 5.440 0.132  C40 1.080
57 H 6.210 7.363 -0.017  C41 1.121
58 H 7.143 6.090 -0.730  C41 1.117
59 H 7.151 6.447 1.033  C41 1.051
60 H 3.828 7.198 -1.241  O38 0.981
61 C -0.171 2.903 8.277  C62 1.568, H72 1.103, H73 1.082, H74 1.075
62 C 1.145 2.833 7.428  C61 1.568, C63 1.538, N67 1.491, C71 1.543
63 C 1.276 1.493 6.684  C62 1.538, C64 1.511, H75 1.116, H76 1.099
64 C 0.328 1.231 5.537  C63 1.511, C65 1.531, H77 1.093, H78 1.058
65 C 0.650 2.348 4.541  C64 1.531, C66 1.571, H79 1.100, H80 1.086
66 C 0.591 3.809 5.115  C65 1.571, N67 1.448, C69 1.559, C70 1.555
67 N 1.341 3.848 6.354  C62 1.491, C66 1.448, O68 1.407
68 O 1.182 5.121 6.931  N67 1.407, H90 0.970
69 C 1.123 4.883 4.118  C66 1.559, H81 1.110, H82 1.129, H83 1.075
70 C -0.919 4.160 5.239  C66 1.555, H84 1.077, H85 1.045, H86 1.060
71 C 2.342 3.032 8.382  C62 1.543, H87 1.054, H88 1.117, H89 1.085
72 H -0.415 3.916 8.642  C61 1.103
73 H 0.014 2.213 9.090  C61 1.082
74 H -1.048 2.515 7.791  C61 1.075
75 H 2.324 1.617 6.318  C63 1.116
76 H 1.321 0.649 7.387  C63 1.099
77 H -0.694 1.180 5.922  C64 1.093
78 H 0.557 0.301 5.087  C64 1.058
79 H -0.026 2.200 3.686  C65 1.100
80 H 1.642 2.104 4.171  C65 1.086
81 H 0.821 5.884 4.490  C69 1.110
82 H 2.247 4.859 4.019  C69 1.129
83 H 0.777 4.640 3.130  C69 1.075
84 H -1.120 5.135 5.651  C70 1.077
85 H -1.300 4.139 4.266  C70 1.045
86 H -1.409 3.411 5.805  C70 1.060
87 H 2.146 2.345 9.157  C71 1.054
88 H 2.462 4.045 8.837  C71 1.117
89 H 3.269 2.804 7.866  C71 1.085
90 H 0.220 5.210 7.013  O68 0.970
91 C 1.351 -4.875 -4.470  C92 1.527, H102 1.155, H103 1.096, H104 1.112
92 C 2.681 -5.582 -4.219  C91 1.527, C93 1.564, N97 1.521, C101 1.528
93 C 3.600 -4.738 -3.275  C92 1.564, C94 1.540, H105 1.078, H106 1.108
94 C 3.195 -4.808 -1.791  C93 1.540, C95 1.507, H107 1.065, H108 1.124
95 C 3.075 -6.219 -1.277  C94 1.507, C96 1.624, H109 1.095, H110 1.100
96 C 1.989 -7.010 -2.188  C95 1.624, N97 1.489, C99 1.583, C100 1.579
97 N 2.461 -6.954 -3.599  C92 1.521, C96 1.489, O98 1.514
98 O 1.372 -7.560 -4.460  N97 1.514, H120 0.967
99 C 1.981 -8.553 -1.837  C96 1.583, H111 1.088, H112 1.104, H113 1.124
100 C 0.493 -6.625 -1.862  C96 1.579, H114 1.055, H115 1.089, H116 1.118
101 C 3.335 -6.015 -5.530  C92 1.528, H117 1.109, H118 1.067, H119 1.111
102 H 0.828 -4.594 -3.479  C91 1.155
103 H 0.671 -5.564 -4.985  C91 1.096
104 H 1.410 -3.968 -5.110  C91 1.112
105 H 4.632 -5.018 -3.408  C93 1.078
106 H 3.481 -3.648 -3.431  C93 1.108
107 H 2.215 -4.419 -1.648  C94 1.065
108 H 3.807 -4.108 -1.160  C94 1.124
109 H 2.729 -6.229 -0.238  C95 1.095
110 H 4.074 -6.664 -1.394  C95 1.100
111 H 1.839 -8.801 -0.788  C99 1.088
112 H 1.209 -9.012 -2.478  C99 1.104
113 H 2.974 -9.011 -2.098  C99 1.124
114 H -0.200 -7.206 -2.406  C100 1.055
115 H 0.375 -6.909 -0.817  C100 1.089
116 H 0.231 -5.548 -2.011  C100 1.118
117 H 2.604 -6.580 -6.145  C101 1.109
118 H 4.204 -6.612 -5.368  C101 1.067
119 H 3.631 -5.122 -6.122  C101 1.111
120 H 1.884 -8.210 -4.960  O98 0.967
121 C -2.698 6.164 0.889  C122 1.537, H132 1.076, H133 1.060, H134 1.122
122 C -3.883 6.842 1.595  C121 1.537, C123 1.540, N127 1.508, C131 1.542
123 C -5.068 7.191 0.676  C122 1.540, C124 1.587, H135 1.081, H136 1.132
124 C -5.864 5.879 0.267  C123 1.587, C125 1.532, H137 1.075, H138 1.090
125 C -6.331 5.180 1.548  C124 1.532, C126 1.527, H139 1.101, H140 1.115
126 C -5.219 4.815 2.529  C125 1.527, N127 1.458, C129 1.550, C130 1.595
127 N -4.373 5.985 2.734  C122 1.508, C126 1.458, O128 1.423
128 O -3.258 5.677 3.562  N127 1.423, H150 0.956
129 C -5.879 4.391 3.866  C126 1.550, H141 1.085, H142 1.096, H143 1.092
130 C -4.397 3.529 2.065  C126 1.595, H144 1.117, H145 1.111, H146 1.080
131 C -3.275 8.130 2.186  C122 1.542, H147 1.106, H148 1.133, H149 1.070
132 H -2.978 5.295 0.319  C121 1.076
133 H -2.105 5.841 1.705  C121 1.060
134 H -2.080 6.863 0.266  C121 1.122
135 H -5.742 7.792 1.269  C123 1.081
136 H -4.597 7.808 -0.149  C123 1.132
137 H -5.141 5.190 -0.131  C124 1.075
138 H -6.698 6.161 -0.377  C124 1.090
139 H -6.878 4.257 1.300  C125 1.101
140 H -7.096 5.743 2.132  C125 1.115
141 H -6.372 3.434 3.733  C129 1.085
142 H -5.155 4.153 4.653  C129 1.096
143 H -6.614 5.139 4.171  C129 1.092
144 H -4.843 2.560 2.396  C130 1.117
145 H -4.322 3.383 0.967  C130 1.111
146 H -3.426 3.471 2.536  C130 1.080
147 H -3.044 8.870 1.397  C131 1.106
148 H -2.283 7.838 2.648  C131 1.133
149 H -3.886 8.580 2.942  C131 1.070
150 H -3.293 6.438 4.140  O128 0.956
151 C 4.710 -1.488 0.185  C152 1.500, H162 1.073, H163 1.102, H164 1.153
152 C 4.541 -1.952 1.601  C151 1.500, C153 1.543, N157 1.459, C161 1.580
153 C 5.644 -2.979 1.932  C152 1.543, C154 1.523, H165 1.100, H166 1.094
154 C 5.699 -3.225 3.433  C153 1.523, C155 1.563, H167 1.074, H168 1.130
155 C 5.971 -1.842 4.109  C154 1.563, C156 1.550, H169 1.125, H170 1.099
156 C 4.736 -0.936 3.871  C155 1.550, N157 1.466, C159 1.520, C160 1.504
157 N 4.684 -0.753 2.418  C152 1.459, C156 1.466, O158 1.444
158 O 3.567 0.124 2.156  N157 1.444, H180 0.970
159 C 3.424 -1.360 4.511  C156 1.520, H171 1.088, H172 1.095, H173 1.116
160 C 5.035 0.413 4.463  C156 1.504, H174 1.126, H175 1.090, H176 1.071
161 C 3.086 -2.566 1.667  C152 1.580, H177 1.068, H178 1.104, H179 1.071
162 H 3.912 -0.956 -0.295  C151 1.073
163 H 4.830 -2.381 -0.449  C151 1.102
164 H 5.697 -0.923 -0.001  C151 1.153
165 H 5.346 -3.886 1.385  C153 1.100
166 H 6.630 -2.635 1.603  C153 1.094
167 H 6.507 -3.881 3.701  C154 1.074
168 H 4.703 -3.648 3.758  C154 1.130
169 H 6.938 -1.331 3.846  C155 1.125
170 H 5.920 -2.067 5.184  C155 1.099
171 H 3.209 -2.423 4.431  C159 1.088
172 H 3.528 -1.222 5.593  C159 1.095
173 H 2.570 -0.718 4.186  C159 1.116
174 H 6.034 0.854 4.185  C160 1.126
175 H 4.196 1.106 4.407  C160 1.090
176 H 5.198 0.201 5.499  C160 1.071
177 H 3.040 -3.385 2.351  C161 1.068
178 H 2.847 -3.054 0.706  C161 1.104
179 H 2.332 -1.814 1.776  C161 1.071
180 H 3.951 0.871 1.672  O158 0.970
181 C 1.218 -1.205 -1.884  C182 1.508, H192 1.105, H193 1.073, H194 1.078
182 C -0.056 -0.614 -1.333  C181 1.508, C183 1.480, N187 1.516, C191 1.516
183 C -1.267 -1.457 -1.449  C182 1.480, C184 1.496, H195 1.122, H196 1.111
184 C -2.480 -0.956 -0.730  C183 1.496, C185 1.461, H197 1.066, H198 1.120
185 C -2.196 -0.801 0.694  C184 1.461, C186 1.545, H199 1.093, H200 1.124
186 C -0.921 -0.015 1.075  C185 1.545, N187 1.516, C189 1.529, C190 1.543
187 N 0.194 -0.473 0.156  C182 1.516, C186 1.516, O188 1.400
188 O 1.289 0.384 0.326  N187 1.400, H210 1.010
189 C -1.162 1.494 1.073  C186 1.529, H201 1.062, H202 1.097, H203 1.150
190 C -0.541 -0.449 2.506  C186 1.543, H204 1.099, H205 1.069, H206 1.104
191 C -0.327 0.724 -1.994  C182 1.516, H207 1.097, H208 1.077, H209 1.050
192 H 1.396 -2.128 -1.303  C181 1.105
193 H 2.008 -0.501 -1.709  C181 1.073
194 H 1.081 -1.507 -2.909  C181 1.078
195 H -1.502 -1.547 -2.542  C183 1.122
196 H -1.059 -2.495 -1.110  C183 1.111
197 H -3.270 -1.663 -0.843  C184 1.066
198 H -2.841 -0.035 -1.253  C184 1.120
199 H -1.987 -1.720 1.248  C185 1.093
200 H -3.026 -0.273 1.239  C185 1.124
201 H -1.835 1.838 1.819  C189 1.062
202 H -0.158 1.925 1.174  C189 1.097
203 H -1.597 1.816 0.057  C189 1.150
204 H -0.303 -1.523 2.525  C190 1.099
205 H 0.403 0.009 2.705  C190 1.069
206 H -1.237 -0.324 3.354  C190 1.104
207 H -0.587 0.637 -3.056  C191 1.097
208 H 0.514 1.386 -1.874  C191 1.077
209 H -1.123 1.193 -1.496  C191 1.050
210 H 2.087 -0.109 0.700  O188 1.010
211 C 3.758 1.035 -4.216  C212 1.535, H222 1.081, H223 1.057, H224 1.086
212 C 5.265 0.799 -4.390  C211 1.535, C213 1.584, N217 1.490, C221 1.557
213 C 5.949 -0.075 -3.261  C212 1.584, C214 1.512, H225 1.092, H226 1.078
214 C 5.596 -1.534 -3.447  C213 1.512, C215 1.522, H227 1.109, H228 1.076
215 C 5.867 -2.013 -4.866  C214 1.522, C216 1.512, H229 1.081, H230 1.041
216 C 5.368 -1.127 -5.986  C215 1.512, N217 1.466, C219 1.535, C220 1.519
217 N 5.707 0.273 -5.712  C212 1.490, C216 1.466, O218 1.414
218 O 5.309 1.213 -6.690  N217 1.414, H240 0.995
219 C 6.124 -1.669 -7.207  C216 1.535, H231 1.082, H232 1.093, H233 1.081
220 C 3.915 -1.454 -6.284  C216 1.519, H234 1.080, H235 1.110, H236 1.107
221 C 5.892 2.222 -4.315  C212 1.557, H237 1.071, H238 1.127, H239 1.094
222 H 3.567 1.470 -3.244  C211 1.081
223 H 3.068 0.235 -4.190  C211 1.057
224 H 3.279 1.616 -4.998  C211 1.086
225 H 7.010 0.173 -3.324  C213 1.092
226 H 5.581 0.294 -2.317  C213 1.078
227 H 4.536 -1.634 -3.139  C214 1.109
228 H 6.114 -2.146 -2.730  C214 1.076
229 H 5.442 -2.997 -5.001  C215 1.081
230 H 6.895 -2.048 -5.024  C215 1.041
231 H 5.881 -1.105 -8.097  C219 1.082
232 H 7.182 -1.496 -6.989  C219 1.093
233 H 6.042 -2.715 -7.463  C219 1.081
234 H 3.473 -0.714 -6.935  C220 1.080
235 H 3.899 -2.484 -6.697  C220 1.110
236 H 3.332 -1.429 -5.343  C220 1.107
237 H 5.492 2.954 -4.988  C221 1.071
238 H 7.004 2.232 -4.494  C221 1.127
239 H 5.743 2.632 -3.312  C221 1.094
240 H 4.317 1.127 -6.698  O218 0.995
241 C -1.401 0.406 -6.140  C242 1.498, H245 1.099, H246 1.116, H247 1.122
242 C -0.155 -0.410 -5.982  C241 1.498, C243 1.543, O244 1.452, H248 1.093
243 C 0.096 -1.366 -7.166  C242 1.543, H249 1.091, H250 1.127, H251 1.100
244 O 0.999 0.470 -5.931  C242 1.452, H252 0.997
245 H -1.412 1.121 -6.974  C241 1.099
246 H -1.539 1.061 -5.247  C241 1.116
247 H -2.318 -0.241 -6.147  C241 1.122
248 H -0.202 -0.959 -5.038  C242 1.093
249 H -0.511 -2.266 -7.060  C243 1.091
250 H 1.148 -1.760 -7.073  C243 1.127
251 H -0.088 -0.837 -8.112  C243 1.100
252 H 1.009 0.905 -5.034  O244 0.997
253 C -0.569 3.951 -4.239  C254 1.508, H257 1.113, H258 1.059, H259 1.118
254 C -1.981 3.951 -3.708  C253 1.508, C255 1.530, O256 1.448, H260 1.097
255 C -2.965 4.849 -4.460  C254 1.530, H261 1.090, H262 1.066, H263 1.080
256 O -2.492 2.598 -3.784  C254 1.448, H264 0.975
257 H 0.033 3.030 -4.070  C253 1.113
258 H 0.032 4.679 -3.759  C253 1.059
259 H -0.510 4.139 -5.339  C253 1.118
260 H -1.999 4.217 -2.644  C254 1.097
261 H -3.308 4.296 -5.335  C255 1.090
262 H -2.483 5.754 -4.753  C255 1.066
263 H -3.873 5.029 -3.904  C255 1.080
264 H -3.401 2.691 -4.124  O256 0.975
265 C -3.938 1.484 6.274  C266 1.519, H269 1.101, H270 1.108, H271 1.099
266 C -4.043 0.044 5.799  C265 1.519, C267 1.504, O268 1.492, H272 1.145
267 C -4.851 -0.171 4.549  C266 1.504, H273 1.077, H274 1.080, H275 1.114
268 O -2.618 -0.284 5.503  C266 1.492, H276 0.950
269 H -3.454 1.482 7.263  C265 1.101
270 H -4.919 1.990 6.368  C265 1.108
271 H -3.330 2.084 5.584  C265 1.099
272 H -4.487 -0.520 6.690  C266 1.145
273 H -5.872 0.169 4.599  C267 1.077
274 H -4.849 -1.230 4.338  C267 1.080
275 H -4.390 0.393 3.706  C267 1.114
276 H -2.693 -1.218 5.345  O268 0.950
277 C -0.316 -2.534 6.294  C278 1.519, H281 1.104, H282 1.097, H283 1.114
278 C -0.483 -3.305 4.996  C277 1.519, C279 1.490, O280 1.466, H284 1.086
279 C 0.051 -4.693 5.090  C278 1.490, H285 1.082, H286 1.129, H287 1.114
280 O -1.912 -3.223 4.678  C278 1.466, H288 0.973
281 H -0.998 -2.868 7.096  C277 1.104
282 H -0.347 -1.440 6.217  C277 1.097
283 H 0.724 -2.767 6.616  C277 1.114
284 H -0.019 -2.731 4.199  C278 1.086
285 H 1.070 -4.727 5.452  C279 1.082
286 H -0.120 -5.207 4.100  C279 1.129
287 H -0.569 -5.126 5.909  C279 1.114
288 H -2.320 -3.969 5.150  O280 0.973
289 C -4.223 -3.264 1.208  C290 1.524, H293 1.085, H294 1.102, H295 1.121
290 C -5.484 -3.925 1.751  C289 1.524, C291 1.475, O292 1.423, H296 1.075
291 C -6.017 -3.324 2.988  C290 1.475, H297 1.106, H298 1.127, H299 1.105
292 O -6.437 -3.859 0.696  C290 1.423, H300 1.004
293 H -4.342 -2.186 1.243  C289 1.085
294 H -4.114 -3.705 0.204  C289 1.102
295 H -3.291 -3.569 1.750  C289 1.121
296 H -5.366 -4.987 1.865  C290 1.075
297 H -6.937 -3.755 3.427  C291 1.106
298 H -6.264 -2.251 2.749  C291 1.127
299 H -5.255 -3.420 3.782  C291 1.105
300 H -7.251 -4.291 1.096  O292 1.004
301 C -5.455 0.855 -0.616  C302 1.548, H305 1.123, H306 1.063, H307 1.066
302 C -6.788 0.627 0.137  C301 1.548, C303 1.517, O304 1.463, H308 1.116
303 C -8.003 0.736 -0.764  C302 1.517, H309 1.100, H310 1.106, H311 1.127
304 O -6.741 -0.642 0.863  C302 1.463, H312 0.968
305 H -4.577 0.692 0.064  C301 1.123
306 H -5.428 1.841 -1.012  C301 1.063
307 H -5.195 0.187 -1.405  C301 1.066
308 H -6.907 1.450 0.882  C302 1.116
309 H -8.011 0.079 -1.646  C303 1.100
310 H -7.958 1.716 -1.277  C303 1.106
311 H -9.002 0.658 -0.246  C303 1.127
312 H -6.784 -1.411 0.278  O304 0.968